C29H18Cl68N3 | wB97M-V/def2-TZVPD

Calculated values
- Total charge: +1
- E_LUMO: -0.132 Eh
- E_tot: -886347.10555 eV
- Kohn-Sham gap: 7.50 eV

Element x y z (Å)
N  -2.27873  1.68792  0.38884
Cl  5.37791  7.06147  -0.40994
Cl  -1.56591  -7.83687  6.76220
Cl  -3.01069  2.76954  5.62385
Cl  -3.18417  -9.51276  5.04785
N  -1.68708  0.61007  -1.73427
Cl  6.83271  9.56545  -0.23465
H  -3.02633  3.29903  -1.22160
Cl  -5.29301  3.11925  3.88139
Cl  -3.62868  3.09834  -6.73680
Cl  3.49091  -0.74046  2.33359
Cl  -2.82172  -6.08838  -0.43776
Cl  -3.95535  0.55235  4.02678
Cl  1.68815  5.60384  7.84498
Cl  -2.02446  -7.07707  4.00862
Cl  -10.50415  6.28447  2.12710
Cl  6.50862  7.91381  2.11817
Cl  -5.76582  0.48541  1.39350
Cl  1.29142  -0.65474  4.21437
Cl  8.58624  -7.15890  -4.78934
C  7.44063  -6.01924  -4.06476
H  2.51340  5.98382  1.21692
C  -6.68509  0.87666  -0.07329
C  4.75377  -1.91011  -3.29227
Cl  -11.22642  0.41436  1.03434
Cl  -3.83760  -8.23198  1.20979
C  -4.44953  1.98728  4.95199
C  0.52961  1.82660  -1.62458
H  3.44574  7.08734  -0.93289
Cl  5.19772  -2.37980  -4.93827
H  -2.65679  0.52493  -3.71836
C  3.38543  5.28914  -2.15040
H  1.93428  1.39642  -0.01917
Cl  5.87383  -0.67264  -2.70625
C  -3.53728  -7.71008  -0.45322
Cl  7.50873  2.52558  1.69518
H  -2.55827  0.98533  1.06567
H  -0.16696  0.12794  -0.32403
Cl  -5.52865  1.49845  6.26291
C  3.19276  6.01983  -0.92426
Cl  -4.90286  -4.01971  -2.19909
Cl  5.94579  -5.99989  -5.01631
Cl  8.25716  7.05543  -0.02150
H  0.15922  -0.33673  -2.01808
Cl  -13.96940  -0.49338  1.14128
H  -1.99101  3.41410  -3.10109
C  -2.63939  2.50957  -2.99563
C  -11.27026  4.68803  2.08800
H  3.09730  3.26112  -3.09754
Cl  -5.06639  -7.67194  -1.34918
Cl  -2.42209  -8.83942  -1.23664
C  7.54615  -4.22354  2.28322
Cl  7.68768  1.59199  -1.03356
H  -1.86256  2.56903  0.68459
Cl  -4.18695  -6.94535  5.92477
Cl  7.11279  -0.27687  1.10942
Cl  9.58022  -9.98051  1.20895
Cl  -3.52704  -1.70926  -1.14344
C  2.47196  3.29444  -1.00903
H  1.87015  3.47584  1.08102
C  -12.34422  -0.87843  0.55830
Cl  7.63666  -4.42161  0.52438
Cl  -6.40803  2.57350  -0.50651
Cl  7.36513  -8.15219  0.85253
Cl  4.83146  -3.32701  -2.23011
Cl  5.87032  -3.87713  2.75038
Cl  7.07962  -6.52271  -2.40758
Cl  -2.33734  -3.25610  -3.28989
C  -3.21264  4.82366  -6.72471
Cl  -2.72349  5.32343  -8.34706
Cl  -0.73212  -2.92363  -0.58737
H  -1.06902  1.17622  -3.80593
C  3.01412  3.90240  -2.19364
C  2.76966  -1.52068  3.75451
Cl  -4.61913  5.76616  -6.21158
Cl  0.98074  -5.00385  0.47105
C  2.30164  4.02634  0.22226
Cl  8.08595  -5.70807  3.08360
H  3.78711  5.75284  -3.07509
Cl  -11.80843  -2.41102  1.26578
Cl  -12.81876  4.79533  1.23799
C  6.86235  1.37281  0.51891
C  -3.86269  -2.65829  -2.61414
H  0.61985  2.08538  -2.70490
N  -3.27762  2.39251  -1.64608
Cl  9.14272  -8.71863  -1.35562
C  -2.74011  -7.84320  5.43721
C  -1.93995  1.13184  -3.10855
H  0.04735  2.71523  -1.13741
Cl  -4.67200  -1.63410  -3.81633
Cl  -11.54173  4.12126  3.74309
H  2.65204  1.18705  -1.73293
C  2.67240  5.42344  0.27371
H  -3.41955  2.63670  -3.77897
Cl  -1.06140  6.30770  7.29588
Cl  1.35435  -4.05872  -2.23533
Cl  8.15378  -4.39722  -4.04562
C  -0.22146  0.49006  -1.37246
C  9.04541  -8.50146  0.39625
Cl  5.12337  1.65455  0.30983
Cl  -0.12351  3.62342  6.76911
Cl  10.08755  -7.15191  0.88008
C  2.02328  1.80133  -1.05478
C  0.90869  -3.58761  -0.58691
Cl  3.92199  -1.47655  5.09498
Cl  8.58834  -2.87864  2.77971
Cl  -6.13029  -0.17172  -1.38857
C  -2.39029  1.52409  -0.95536
Cl  3.10168  -1.25414  -3.29314
Cl  2.02604  -2.34275  0.00366
Cl  0.77068  5.82029  5.11049
C  0.31919  5.34053  6.75685
Cl  2.37267  -3.20370  3.37404
Cl  -8.41075  0.62012  0.21522
Cl  -10.21095  3.54598  1.24078
Cl  -1.87315  5.09844  -5.59256
Cl  -12.36487  -1.01681  -1.20710
C  6.74768  7.90068  0.36351

Atomic forces in eV per Å
N 0.42 -0.14 -0.25
Cl 2.10 0.76 0.87
Cl -0.11 0.00 -0.13
Cl -0.19 -0.11 -0.14
Cl 0.03 0.15 0.01
N -0.98 3.95 0.63
Cl -0.03 -0.16 0.05
H -1.50 -0.23 0.49
Cl 0.09 -0.10 0.06
Cl 0.04 0.07 0.02
Cl 0.09 0.09 0.22
Cl 0.10 -0.12 0.06
Cl 0.10 -0.04 0.12
Cl -0.14 -0.05 -0.13
Cl -0.01 -0.01 0.13
Cl -0.05 -0.14 -0.01
Cl -0.02 -0.03 -0.16
Cl -0.10 0.06 -0.15
Cl 0.07 -0.05 -0.06
Cl -0.10 0.09 0.07
C 0.00 0.02 0.02
H 0.30 -0.26 -0.88
C -0.15 -0.05 -0.08
C 0.25 -0.14 0.00
Cl -0.54 -0.12 0.10
Cl 0.00 0.03 -0.20
C -0.10 0.21 0.17
C 0.99 0.11 0.26
H -1.08 -0.75 -0.14
Cl -0.12 0.10 0.15
H 0.50 -0.21 1.13
C -0.88 -1.19 0.99
H 0.54 0.08 -0.73
Cl -0.15 -0.11 -0.01
C -0.01 -0.12 0.05
Cl -0.09 -0.08 -0.13
H 0.50 0.11 -0.20
H 0.05 0.41 -0.65
Cl 0.14 0.01 -0.19
C -1.24 -1.15 -0.58
Cl 0.03 0.27 -0.11
Cl 0.12 -0.02 0.06
Cl -0.13 0.07 0.04
H -0.13 0.65 0.53
Cl 0.18 -0.01 -0.05
H -0.24 -0.80 0.48
C -0.58 -0.16 -0.93
C -0.11 0.04 0.05
H 0.14 0.74 0.63
Cl 0.11 0.02 0.05
Cl -0.10 0.13 0.06
C 0.05 -0.10 0.06
Cl -0.06 0.01 0.13
H -0.68 -0.36 0.30
Cl 0.12 -0.07 -0.05
Cl 0.01 0.15 -0.11
Cl -0.07 0.15 -0.05
Cl 0.13 -0.59 -0.11
C 0.47 0.15 0.23
H 0.41 0.59 -0.43
C -0.08 -0.12 -0.02
Cl -0.04 0.06 0.13
Cl -0.07 -0.08 0.08
Cl 0.10 -0.13 -0.14
Cl 0.04 0.19 -0.13
Cl 0.10 0.00 -0.07
Cl -0.22 0.29 -0.21
Cl -0.37 0.10 -0.22
C -0.10 0.13 -0.17
Cl -0.04 -0.09 0.22
Cl 0.28 -0.09 0.34
H -0.22 -0.13 1.18
C -0.37 0.63 1.56
C 0.06 -0.07 0.08
Cl 0.15 -0.12 -0.01
Cl -0.02 0.16 -0.12
C 0.63 0.83 -1.62
Cl -0.18 0.40 0.12
H -0.29 -0.14 0.95
Cl -0.03 0.14 -0.06
Cl 0.16 -0.03 0.07
C 0.06 -0.09 0.13
C 0.05 -0.31 -0.03
H -0.30 -0.33 0.66
N 4.17 0.10 0.36
Cl 0.22 -0.23 0.24
C 0.01 -0.02 0.07
C -0.77 -0.30 -2.75
H 0.04 -0.88 -0.25
Cl 0.09 -0.05 0.04
Cl 0.04 0.03 -0.15
H -0.22 0.29 0.73
C -0.31 -1.61 -1.35
H 0.53 -0.29 0.56
Cl 0.12 -0.11 -0.08
Cl -0.21 -0.04 0.17
Cl -0.04 -0.13 0.01
C 0.00 -0.53 -0.24
C 0.10 -0.03 -0.02
Cl 0.08 0.08 -0.06
Cl 0.14 0.10 0.03
Cl 0.01 -0.25 -0.18
C -1.38 1.07 -0.21
C 0.21 -0.06 0.04
Cl -0.12 0.02 -0.16
Cl -0.09 -0.11 -0.04
Cl -0.61 0.54 0.07
C -0.50 -0.76 -1.08
Cl 0.07 0.06 -0.08
Cl -0.20 -0.20 -0.14
Cl -0.04 -0.05 0.09
C 0.02 0.10 0.11
Cl 0.03 0.14 0.08
Cl 0.57 -0.02 -0.11
Cl 0.06 0.18 0.04
Cl -0.02 -0.02 -0.04
Cl 0.03 0.03 0.15
C 0.28 0.00 -0.12

Löwdin population analysis, charges in e, atoms 1 to 8: number 1, N, carries 0.20; number 2, Cl, carries 0.65; number 3, Cl, carries 0.52; number 4, Cl, carries 0.50; number 5, Cl, carries 0.52; number 6, N, carries -0.02; number 7, Cl, carries 0.53; number 8, H, carries 0.15

C29H18Cl7F6HgN5O4S2Se4 | wB97M-V/def2-TZVPD

Calculated values
- Relative energy (zero: lowest compared OMol25 entry of this formula, charge and spin): 0.0 kcal/mol
- Multiplicity: 2
- Total charge: -1
- <S²>: 0.76
- E_LUMO (spin up / spin down): 0.073 / 0.039 Eh
- E_tot: -437200.61753 eV
- Kohn-Sham gap (spin up / spin down): 6.71 / 6.54 eV

Element x y z (Å)
H  -1.28437  -0.43100  3.71421
Se  -0.83685  4.29025  2.59343
C  2.74649  3.23951  0.08631
C  -4.00066  -0.41236  -2.62571
C  3.94692  -3.80715  0.33300
C  1.86943  2.27885  -1.91434
H  3.34240  -3.70731  4.07207
O  -1.49738  -0.18428  -1.77817
C  -4.37538  -2.61002  0.94825
F  0.39187  0.45882  -6.22001
H  -2.53697  0.21319  1.02817
H  -3.93738  2.14153  5.88312
C  3.66868  -0.79542  -2.19031
Se  0.83871  -2.86498  2.75009
N  2.73808  -3.47211  0.78195
C  -1.61459  2.78400  3.52741
H  -2.88392  2.81821  -1.52579
Se  1.32739  3.52080  2.52191
O  -1.88508  2.01174  -3.66326
Cl  4.00256  -1.27786  -3.80969
F  0.83268  0.65147  -4.11017
C  0.09879  1.13991  -5.11481
O  -2.34094  1.27995  -5.98182
C  -1.69193  0.54976  3.93770
C  -2.70250  3.44999  -0.66377
H  -0.19127  1.67338  -1.75113
F  0.45569  2.41783  -5.30120
C  -3.16163  1.97646  5.14587
H  -3.08645  -0.16683  5.40034
N  0.47596  2.48679  0.02280
Cl  5.59536  1.03187  0.79426
Cl  -3.22950  5.10031  -1.04097
H  3.89759  2.96756  -1.70287
C  -3.33026  -3.49755  0.82554
C  4.64355  -0.13235  -1.44882
C  -2.69438  0.69826  4.88353
H  5.59996  -4.32395  3.22084
H  5.97541  -4.37383  0.73999
C  4.79815  -4.08586  2.53254
C  2.43268  -1.06635  -1.60963
Cl  -3.58121  2.78636  0.72633
Hg  0.22934  -1.09218  0.45310
C  -2.80824  -0.83138  0.99047
S  -1.70321  1.05273  -4.72288
Cl  6.16791  0.24175  -2.16201
C  -2.60017  3.04773  4.47199
H  -3.49866  -4.56175  0.75188
N  -1.83454  -0.45565  -4.28107
F  -4.74016  -1.48869  -2.34221
C  1.49537  3.03611  0.65751
C  -4.11670  -1.24440  1.04021
C  5.01236  -4.11616  1.15914
Cl  2.84061  0.40578  2.06279
C  2.53858  -3.43542  2.09510
O  -2.20938  -2.33064  -2.74407
Se  -0.54237  -4.16781  0.50480
H  3.54643  3.68884  0.65945
F  -4.15750  0.46474  -1.63189
H  -1.65528  3.47374  -0.38749
C  3.54864  -3.74734  3.01160
N  -1.17541  1.56727  3.25079
C  2.93344  2.83888  -1.22548
H  -2.90603  4.06523  4.67455
S  -2.19147  -0.90194  -2.82030
C  3.13122  -0.04393  0.41770
H  4.06097  -3.81899  -0.74724
C  4.38371  0.22630  -0.13130
H  -4.90754  -0.51259  1.11764
C  0.66095  2.12334  -1.25170
H  -5.39477  -2.97484  0.96522
Cl  1.27172  -1.98410  -2.49255
N  -1.79192  -1.69734  0.86401
F  -4.48292  0.13819  -3.73983
H  1.96613  1.96249  -2.94251
C  2.12819  -0.66074  -0.31428
C  -2.01498  -3.02479  0.77169

Atomic forces in eV per Å
H 0.01 -0.02 -0.03
Se 0.02 -0.14 0.09
C -0.02 0.02 0.03
C -0.01 -0.02 -0.03
C -0.01 0.00 0.00
C 0.10 0.10 -0.01
H -0.01 -0.01 0.00
O -0.22 0.07 0.07
C -0.01 0.03 0.00
F 0.01 -0.03 0.03
H -0.01 0.08 -0.01
H 0.00 0.00 0.00
C -0.01 -0.02 -0.01
Se -0.06 -0.14 0.22
N 0.00 0.00 -0.02
C 0.06 -0.09 -0.07
H 0.00 0.01 -0.01
Se 0.05 0.22 -0.13
O -0.02 -0.03 0.00
Cl -0.01 0.00 0.00
F -0.10 -0.12 -0.13
C -0.05 0.07 -0.07
O 0.02 0.01 0.00
C -0.03 -0.01 -0.04
C 0.09 -0.03 -0.05
H 0.03 0.06 0.02
F -0.01 -0.04 -0.02
C 0.00 0.04 0.00
H 0.00 0.00 0.00
N -0.03 0.02 0.00
Cl -0.01 -0.01 -0.01
Cl 0.00 -0.03 0.01
H 0.01 0.01 -0.01
C 0.03 -0.04 0.03
C 0.01 0.00 0.03
C 0.02 -0.02 -0.01
H 0.00 0.01 0.00
H 0.00 0.00 0.00
C 0.00 0.01 -0.01
C 0.04 -0.08 0.01
Cl -0.19 -0.04 0.03
Hg 0.40 -0.37 -0.12
C 0.03 0.03 0.02
S 0.05 0.03 0.02
Cl -0.01 0.00 0.00
C -0.07 -0.01 -0.03
H 0.00 0.00 0.00
N -0.13 -0.02 -0.07
F 0.03 0.03 0.02
C 0.05 -0.05 0.03
C -0.02 -0.02 0.02
C 0.00 -0.01 0.00
Cl -0.08 -0.16 0.03
C 0.02 0.16 -0.02
O 0.02 0.02 -0.02
Se -0.06 0.05 -0.01
H -0.01 0.02 0.00
F 0.03 0.09 0.05
H 0.02 -0.01 0.00
C 0.01 0.00 -0.01
N 0.03 0.05 0.05
C -0.06 0.05 -0.02
H -0.01 0.00 0.00
S 0.13 -0.08 0.01
C 0.01 0.01 0.03
H 0.00 0.00 0.00
C 0.02 -0.03 -0.01
H 0.01 0.00 0.00
C -0.01 0.04 -0.05
H 0.00 0.00 0.00
Cl -0.04 -0.02 0.00
N -0.03 0.06 -0.11
F 0.01 -0.02 0.02
H 0.07 0.09 0.17
C -0.07 0.17 0.07
C -0.01 0.05 0.02

Löwdin population analysis, charges in e, atoms 1 to 8: number 1, H, carries 0.09; number 2, Se, carries 0.63; number 3, C, carries -0.14; number 4, C, carries -0.64; number 5, C, carries -0.15; number 6, C, carries -0.05; number 7, H, carries 0.09; number 8, O, carries -0.38

C29H19BeF5N4O3S2 | wB97M-V/def2-TZVPD

Calculated values
- Relative energy (zero: lowest compared OMol25 entry of this formula, charge and spin): 0.0 kcal/mol
- E_LUMO: -0.062 Eh
- E_tot: -78143.71814 eV
- Kohn-Sham gap: 6.51 eV

Element x y z (Å)
O  -0.70553  0.75986  4.21332
F  -1.08825  0.26779  -3.45303
H  3.88500  0.29681  2.77198
H  -2.03811  -6.43800  0.56630
C  1.15943  -1.83953  -1.60897
C  0.76361  4.83018  0.91201
C  1.42470  -2.25801  -3.95789
Be  -1.40172  -0.03712  0.18446
C  5.53890  0.16034  1.40011
C  4.95181  0.17742  -0.94306
H  6.95427  0.01068  -0.20257
N  -2.66440  1.21216  -0.03308
F  1.98038  -2.91284  -4.96842
H  -4.29593  -5.55210  0.21108
H  1.07314  4.67487  -1.20978
C  -4.99236  1.37245  0.43109
F  1.54763  -2.13844  -0.36726
H  1.50659  2.20789  -1.08534
H  6.28854  0.10892  2.18061
C  3.28409  0.36354  0.72313
C  -0.15942  -0.65310  -3.19527
N  -1.05528  0.07582  1.80251
C  4.20521  0.27066  1.73725
F  2.73001  -3.41814  -2.36428
C  0.68543  4.16998  2.13264
C  1.25060  2.13924  1.04129
C  1.03050  4.13177  -0.26469
C  -1.31463  -3.13706  0.64905
H  5.24901  0.10000  -1.98785
C  -2.59143  -2.67511  0.35493
H  -5.82157  3.34532  0.46157
C  -4.92245  2.75612  0.30978
O  -0.40312  -0.11213  -0.96622
S  1.60892  0.40378  1.21040
C  3.62032  0.28906  -0.62005
C  0.44904  -1.31140  -4.22816
C  0.89579  2.81114  2.19228
O  1.68672  0.08520  2.66978
C  -3.84383  0.67012  0.23658
H  0.48933  4.72693  3.03750
H  0.84844  2.25847  3.13066
N  -3.89277  -0.76946  0.32296
C  -3.70926  3.36560  0.03142
C  -3.45625  -4.87050  0.28593
C  0.17581  -0.87908  -1.86481
H  -1.60702  2.95041  -0.32330
H  -0.49988  -2.43721  0.82586
C  -3.65641  -3.51937  0.19012
H  0.61095  5.91036  0.89905
H  -5.89729  0.83916  0.67092
C  -2.17834  -5.36603  0.52992
N  -2.75273  -1.24825  0.25468
H  -4.63880  -3.10273  0.00852
C  1.26913  2.77235  -0.19540
C  -1.12184  -4.50114  0.75607
C  1.78614  -2.49889  -2.64023
S  -0.79289  -0.27651  3.19402
C  -2.59761  2.52962  -0.12053
F  0.10489  -1.05326  -5.48836
H  2.86291  0.30538  -1.38662
H  -3.58781  4.42620  -0.07037
H  -0.13790  -4.90297  0.94466
C  5.90757  0.13280  0.07109

Atomic forces in eV per Å
O -0.14 0.17 -0.16
F -0.20 0.16 -0.18
H -0.07 -0.04 -0.17
H 0.11 0.00 0.08
C -0.17 0.22 -0.09
C -0.15 0.39 0.10
C -0.15 0.26 0.30
Be 0.18 0.06 0.77
C 0.32 0.10 0.11
C 0.48 -0.04 -0.27
H -0.17 0.10 0.09
N -0.16 0.17 0.03
F 0.34 -0.30 -0.22
H 0.09 0.04 -0.17
H 0.01 -0.27 0.19
C -0.36 0.43 -0.03
F -0.07 -0.01 0.30
H 0.00 -0.02 -0.12
H 0.01 -0.04 -0.06
C 0.04 0.13 -0.29
C 0.02 0.07 0.02
N -0.24 0.31 -1.00
C 0.43 0.17 0.28
F -0.28 0.29 -0.12
C -0.08 0.46 -0.27
C 0.02 0.24 0.00
C -0.11 0.49 0.13
C 0.12 0.29 0.07
H 0.01 0.05 0.24
C 0.44 1.26 0.12
H 0.13 -0.01 -0.06
C -0.24 0.34 0.19
O 0.07 -0.29 0.14
S -0.59 -0.69 0.28
C 0.08 0.10 0.29
C 0.22 -0.30 -0.16
C 0.37 -0.44 0.54
O -0.06 0.28 0.07
C 0.09 -1.14 -0.20
H -0.11 0.02 0.04
H -0.02 0.16 -0.20
N 0.15 0.17 0.13
C 0.15 -1.09 -0.02
C 0.05 -0.65 0.11
C -0.31 0.41 0.58
H -0.30 -0.18 0.10
H -0.20 -0.12 -0.07
C -0.93 0.04 -0.06
H 0.05 -0.27 -0.15
H -0.14 0.04 -0.02
C -0.35 -0.13 0.15
N 0.11 -0.40 -0.19
H 0.03 -0.05 -0.04
C 0.21 -0.28 -0.04
C 0.19 -0.20 -0.40
C 0.29 -0.62 -0.59
S -0.13 -0.61 0.85
C 0.62 0.76 -0.20
F -0.03 -0.01 -0.17
H -0.16 0.00 -0.12
H -0.06 0.26 0.02
H 0.09 0.07 0.12
C 0.45 -0.30 -0.58

natural (NBO) population analysis, charges in e, atoms 1 to 8: number 1, O, carries -0.94; number 2, F, carries -0.30; number 3, H, carries 0.25; number 4, H, carries 0.22; number 5, C, carries 0.30; number 6, C, carries -0.22; number 7, C, carries 0.25; number 8, Be, carries 1.66

Q: Among the records above, which one has the highest E_tot?
A: C29H19BeF5N4O3S2

Q: E_tot of number 3 (C29H19BeF5N4O3S2)?
A: -78143.71814 eV

Q: Which of these has the lowest E_tot?
A: C29H18Cl68N3